[1]
DFT (the ωB97M-V functional and the def2-TZVPD basis) results for a structure of composition C36H39N6O3SSbTi.

XYZ file:
```
87
Properties=species:S:1:pos:R:3:forces:R:3
Ti -1.061452 0.103581 -0.332360 0.53 0.17 -0.10
S 1.010975 0.716337 -0.532407 -0.17 -0.14 0.04
Sb 3.521113 0.826315 -0.728009 0.02 0.08 0.01
C 4.094492 -0.661648 0.601813 -0.02 -0.08 -0.01
C 5.371775 -0.559468 1.150970 0.00 0.02 -0.02
C 5.839753 -1.591933 1.952696 0.00 0.00 0.00
C 5.043270 -2.702516 2.193104 -0.01 0.00 0.00
C 3.772849 -2.796719 1.633503 0.03 0.00 0.01
C 3.290983 -1.776787 0.829212 -0.02 0.01 -0.01
C 3.937792 2.741397 -0.092103 -0.02 0.07 0.00
C 3.797023 3.822341 -0.967247 -0.01 -0.02 -0.03
C 4.143580 5.087104 -0.526022 0.00 0.00 0.02
C 4.620613 5.266025 0.768796 0.00 -0.01 0.00
C 4.737310 4.188915 1.639400 0.00 0.03 -0.01
C 4.389387 2.916051 1.218148 0.01 -0.06 0.01
C 3.861486 0.378393 -2.717809 0.04 -0.02 -0.01
C 3.652227 -0.937415 -3.138303 -0.01 -0.02 0.04
C 3.987035 -1.285773 -4.434848 0.01 0.01 -0.02
C 4.532682 -0.333293 -5.291790 -0.01 -0.01 0.01
C 4.752867 0.967032 -4.859062 0.00 0.01 0.01
C 4.419699 1.336203 -3.563530 0.00 0.01 -0.02
H 6.010980 0.294585 0.959004 0.00 0.01 0.00
H 6.830457 -1.527665 2.381728 0.00 0.00 0.00
H 5.417789 -3.505362 2.813883 0.00 0.00 0.00
H 3.167322 -3.674371 1.816615 0.00 0.00 0.00
H 2.303546 -1.854421 0.386348 0.02 0.00 -0.01
H 3.419473 3.692162 -1.973633 0.00 0.01 0.00
H 4.050239 5.933932 -1.191958 0.00 0.00 0.00
H 4.902833 6.255923 1.101787 0.00 0.00 0.00
H 5.106715 4.340409 2.644327 0.00 0.00 0.01
H 4.480220 2.079755 1.900836 0.00 -0.01 0.00
H 3.272995 -1.692298 -2.457186 0.00 0.00 0.00
H 3.850998 -2.303543 -4.774577 0.00 0.00 0.00
H 4.806254 -0.614978 -6.299821 0.00 0.00 0.00
H 5.198732 1.693987 -5.524062 0.00 0.00 0.00
H 4.626734 2.343310 -3.227899 0.00 0.00 0.00
N -1.811258 2.298129 3.174609 -0.01 0.02 -0.01
C -2.040981 1.936337 1.923302 0.00 -0.02 0.02
N -1.263128 0.915253 1.546446 -0.09 0.02 -0.02
C -0.444639 0.629134 2.663042 0.01 -0.01 0.01
C 0.573265 -0.305228 2.844129 0.00 -0.01 0.01
C 1.184344 -0.335011 4.083650 -0.01 0.01 0.00
C 0.804639 0.532767 5.119426 0.01 0.00 0.00
C -0.196022 1.467410 4.945822 0.00 0.01 0.00
C -0.802208 1.491812 3.696554 0.02 -0.02 0.00
H -2.276392 3.058747 3.652106 0.00 0.00 0.00
H -2.746963 2.438841 1.283370 0.00 0.00 0.00
H 0.882146 -0.982245 2.059096 -0.02 0.01 0.02
H 1.976119 -1.049738 4.264294 0.01 0.00 0.00
H 1.307539 0.467303 6.074375 0.00 0.00 0.00
H -0.488529 2.140669 5.740185 0.00 0.00 0.00
N -1.089857 -0.138756 -2.582546 0.03 0.02 0.01
H -0.220449 -0.529144 -2.940702 -0.02 0.00 -0.01
H -1.151717 0.793272 -2.993003 0.00 -0.01 0.00
H -1.846856 -0.689720 -2.983308 0.00 0.00 0.02
N -4.938887 -5.281584 -0.381257 0.01 0.01 -0.02
C -4.532604 -4.027238 -0.467000 -0.02 -0.02 0.08
O -5.218032 -3.071682 -0.834365 -0.01 -0.03 -0.04
C -3.120165 -3.646818 -0.091704 0.01 0.00 -0.07
C -2.133295 -3.571648 -1.074154 0.01 -0.01 0.02
C -1.073060 -2.719765 -0.865368 0.01 0.00 0.04
N -0.963463 -1.959774 0.249140 -0.07 0.06 -0.01
C -1.792461 -2.233439 1.277936 -0.03 -0.02 0.01
C -2.864781 -3.090990 1.154836 0.01 0.03 0.02
H -5.889471 -5.516602 -0.636324 0.00 0.00 0.00
H -4.334511 -6.024676 -0.066817 0.00 0.00 0.01
H -2.228592 -4.100322 -2.013837 0.00 0.00 0.00
H -0.311870 -2.577661 -1.622777 -0.01 -0.01 0.00
H -1.629528 -1.675882 2.191127 0.00 -0.01 0.00
H -3.547369 -3.218864 1.984727 0.00 0.00 0.00
O -2.509215 1.483512 -0.887015 -0.08 -0.01 0.01
C -3.421024 0.592074 -0.924651 -0.04 -0.05 0.01
O -3.092230 -0.572707 -0.588977 -0.09 -0.03 -0.04
C -4.829184 0.904345 -1.362347 0.02 0.01 0.00
N -5.671870 -0.355346 -1.417697 -0.02 0.03 -0.05
C -6.839076 -0.163754 -0.461924 0.01 0.00 0.02
C -7.016394 1.341537 -0.437024 -0.01 0.00 0.00
C -5.576211 1.853942 -0.399249 0.01 0.00 0.00
H -4.785924 1.332982 -2.364703 -0.02 0.02 0.01
H -5.164664 -1.236203 -1.194253 0.00 0.00 0.09
H -6.041343 -0.474517 -2.361533 0.01 0.00 0.00
H -6.522089 -0.559010 0.502081 0.00 -0.01 -0.01
H -7.687495 -0.738086 -0.823172 0.00 0.01 0.00
H -7.597508 1.666528 0.422940 0.00 0.00 0.00
H -7.531548 1.688787 -1.334489 0.00 0.00 0.00
H -5.172649 1.758231 0.611794 -0.01 -0.01 0.00
H -5.473324 2.889192 -0.714369 0.00 0.00 0.00
```
Positions in Å, forces in eV/Å.

## Properties
HOMO energy: -0.6783 Ha
net charge: +4
HOMO-LUMO gap: 0.2439 Eh
2S+1: 1
ΔE to the lowest compared entry with this formula, charge and spin: 0.00 kJ/mol

[2]
DFT (the ωB97M-V functional and the def2-TZVPD basis) results for a structure of composition C34H50F30N10O23S10 in a non-equilibrium geometry.

XYZ file:
```
157
Properties=species:S:1:pos:R:3:forces:R:3
C 2.202751 0.662949 2.692087 -0.20 0.49 -0.06
C 0.749977 0.577404 3.137406 0.04 0.60 1.14
C -0.291671 0.255933 2.091365 -1.06 0.18 1.04
O -0.044586 -1.067332 1.695984 1.23 -0.47 -1.16
C -0.820758 -1.538655 0.655164 -1.64 0.21 -0.79
N 0.596700 -0.470055 4.225632 -0.55 -0.88 -1.00
H -0.334922 -0.382003 4.679148 0.29 0.11 0.20
H 0.536871 -1.371737 3.746927 0.26 -0.13 0.19
H 1.373671 -0.551146 4.900117 0.16 0.17 0.01
H 2.460422 1.593747 2.183683 -0.53 0.18 0.10
H 2.477902 -0.106590 1.970094 0.10 -0.37 0.45
H 2.806294 0.690482 3.598833 0.33 -0.40 -0.22
H 0.429685 1.436476 3.728657 0.36 0.66 -0.75
H -0.394689 0.999109 1.295649 0.64 -0.17 -0.27
H -1.278040 0.264856 2.578749 -0.03 0.11 0.00
H -0.833653 -1.003618 -0.309634 0.86 0.69 0.15
H -1.882504 -1.437949 0.904064 0.01 -0.52 0.19
H -0.554683 -2.549673 0.352752 0.04 -0.23 0.68
C -0.547052 -4.534949 -4.077786 0.20 -0.67 0.34
C 0.812664 -4.511795 -3.367766 -0.54 0.51 -0.62
C 0.700256 -4.235718 -1.866154 1.60 0.45 -0.86
O 2.006243 -3.924574 -1.439743 -0.13 -1.34 -0.31
C 2.066954 -3.299278 -0.163010 0.62 0.66 0.14
N 1.585930 -5.812108 -3.634950 0.46 0.14 1.40
H 2.457000 -5.803054 -3.088445 0.17 0.62 -0.11
H 1.134866 -6.631965 -3.225002 -0.52 -0.05 -0.58
H 1.840978 -5.936027 -4.611520 -0.27 -0.17 -0.07
H -1.026417 -3.557001 -4.090266 0.18 0.08 0.24
H -1.199336 -5.217220 -3.526670 -0.20 0.05 -0.06
H -0.504440 -4.892141 -5.107957 0.23 0.01 -0.03
H 1.460010 -3.749842 -3.799729 0.04 0.04 0.09
H 0.342052 -5.130541 -1.349044 -0.63 0.21 0.28
H 0.110238 -3.319318 -1.783799 -0.74 -0.38 0.26
H 1.506157 -3.781565 0.641044 -0.32 -0.19 -0.31
H 1.748890 -2.267807 -0.327127 -0.01 0.06 0.53
H 3.114080 -3.308397 0.131689 -0.05 0.18 -0.09
C -5.314172 -8.515048 0.224762 -0.40 0.60 -0.15
C -5.228584 -7.042421 0.654294 1.02 -1.30 1.19
C -4.078966 -6.297838 -0.012035 -1.31 2.21 0.35
O -4.140554 -4.983459 0.537430 -0.08 0.06 -0.25
C -3.217907 -4.105526 -0.142480 -0.12 -0.37 0.48
N -6.489180 -6.274402 0.490216 -1.42 2.03 -0.22
H -6.408650 -5.282442 0.775956 1.25 -0.06 0.03
H -6.849114 -6.138897 -0.459746 0.10 -0.72 -0.13
H -7.271975 -6.507605 1.108706 0.16 -1.03 -0.24
H -6.140342 -9.065150 0.674712 -0.09 0.19 0.09
H -4.403935 -9.015737 0.547701 0.09 0.08 -0.13
H -5.414974 -8.580538 -0.859333 0.11 -0.15 -0.03
H -5.097832 -6.999635 1.736932 0.30 -0.02 0.01
H -4.352150 -6.179166 -1.068037 0.57 -0.51 -0.38
H -3.062818 -6.643083 0.169522 -0.21 -0.90 -0.18
H -3.201497 -3.140015 0.350762 -0.20 -0.17 0.10
H -3.527885 -3.948950 -1.175158 0.13 -0.14 -0.10
H -2.230767 -4.568566 -0.049664 0.17 0.16 -0.27
C 0.767913 7.829848 -9.531024 0.58 -1.07 0.31
N 0.809188 6.801165 -8.438319 -0.49 1.65 -0.07
C -0.009628 6.951382 -7.385500 0.16 -1.00 0.84
C -0.004284 5.992781 -6.386196 -0.26 0.07 -0.25
C 0.759609 4.837502 -6.540674 -0.17 -0.12 0.03
C 1.539819 4.708558 -7.679323 0.72 0.36 0.29
C 1.619222 5.754327 -8.576213 -0.51 -1.30 -0.16
C 0.679984 3.720714 -5.574660 -0.12 -0.45 0.51
C 1.765122 2.900095 -5.247604 0.05 1.23 -0.95
C 1.645953 1.876132 -4.353391 0.44 0.05 0.03
N 0.496400 1.674553 -3.695111 0.40 -0.32 -0.91
C -0.578037 2.419835 -3.991763 0.00 -0.45 -0.54
C -0.522470 3.407004 -4.969785 -0.57 -0.14 1.13
C 0.373225 0.475192 -2.806886 -0.45 1.39 -0.16
H 1.804319 7.958896 -9.833050 -0.13 0.12 -0.31
H 0.386447 8.780354 -9.176751 -0.26 -0.17 0.07
H 0.171048 7.340058 -10.296414 -0.02 0.61 -0.33
H -0.699805 7.779494 -7.335522 0.27 0.26 -0.25
H -0.646664 6.115334 -5.525422 0.03 0.10 0.01
H 2.143195 3.817293 -7.774650 0.03 0.07 -0.42
H 2.152536 5.659926 -9.511670 0.27 0.27 0.13
H 2.718453 3.119070 -5.710216 0.15 -0.30 0.19
H 2.504695 1.237841 -4.181527 -0.19 -0.13 0.55
H -1.510523 2.088559 -3.549723 0.00 0.21 0.28
H -1.468901 3.899322 -5.149259 0.15 0.20 -0.26
H 1.351845 0.322854 -2.356482 -0.10 -0.31 0.04
H -0.029986 -0.311851 -3.440478 0.16 -0.27 0.27
H -0.389685 0.820239 -2.115404 0.16 -0.70 0.47
C 0.090691 5.926860 6.820758 1.67 0.87 -0.96
F 0.927598 6.530771 7.674363 -0.04 0.30 0.08
F 0.357444 4.641812 6.889020 -0.88 -0.51 0.16
F -1.140444 6.276088 7.138163 -0.49 -0.60 0.31
S 0.382393 6.526861 5.062886 0.41 0.24 -0.06
O -0.708741 5.926160 4.322997 1.07 -0.34 0.31
O 0.319125 7.964725 5.136390 0.78 -0.37 0.21
N 1.988308 5.990615 4.790460 -2.55 0.37 -0.12
S 1.967909 4.755196 3.799946 0.38 -1.03 -2.02
O 1.708068 3.460382 4.367759 0.40 -0.26 0.72
O 1.267471 4.951956 2.546209 0.43 0.45 0.00
C 3.828257 4.656560 3.209278 -0.45 1.30 0.20
F 4.154621 5.796783 2.556385 -0.26 0.05 0.33
F 4.639183 4.545250 4.255723 0.09 -0.26 0.07
F 4.106213 3.689864 2.328009 -0.62 -0.38 0.66
C 4.140853 1.123534 6.798957 -0.23 0.20 -0.11
F 4.642464 1.142743 5.573899 -0.07 -0.03 -0.20
F 5.122158 1.362502 7.655888 0.10 -0.14 0.24
F 3.230584 2.083073 6.922663 0.06 -0.18 -0.14
S 3.339336 -0.535601 7.192552 -2.76 -1.06 0.68
O 4.273867 -1.273880 8.008535 -0.17 0.62 -1.03
O 2.047762 -0.259919 7.810236 1.43 0.31 -1.07
N 2.940314 -1.231406 5.643030 1.73 0.68 2.35
S 4.100497 -2.311940 5.426320 0.89 -1.54 -0.38
O 5.444298 -1.789480 5.421701 -0.45 0.33 -0.73
O 3.970990 -3.532237 6.180393 -0.72 -0.03 -0.31
C 3.719495 -2.885915 3.630422 1.35 1.11 1.07
F 4.408875 -2.081349 2.806804 -0.74 -0.02 -0.27
F 4.192663 -4.113055 3.423867 -0.36 -0.25 0.11
F 2.413122 -2.861469 3.341175 -0.04 -0.04 -0.33
C -2.989662 2.881508 -0.829749 0.60 -1.68 -0.31
F -1.720941 2.829484 -0.447906 0.43 0.09 0.07
F -3.671638 3.579753 0.029146 -0.39 0.27 -0.27
F -3.002429 3.396218 -2.072722 -0.39 0.58 -0.01
S -3.632157 1.105485 -0.914426 -1.02 0.77 2.38
O -3.235611 0.508295 0.342705 0.36 0.55 -1.23
O -5.072195 1.222969 -1.093570 1.66 -0.02 -1.00
N -2.687985 0.548047 -2.216367 -1.25 1.31 1.89
S -3.196647 -0.884843 -2.470139 -1.49 -3.44 -0.77
O -2.189761 -1.749765 -3.048223 0.74 0.63 -0.74
O -3.925921 -1.585610 -1.416952 0.19 1.40 -0.97
C -4.480488 -0.637221 -3.892809 1.32 -0.61 1.44
F -4.084820 0.346418 -4.695241 0.01 0.19 -0.36
F -4.551603 -1.770723 -4.596994 -0.21 0.01 -0.20
F -5.650474 -0.350873 -3.378969 -0.52 0.05 -0.18
C 4.477170 -1.459998 -3.703361 -0.70 0.66 0.77
F 5.535430 -2.182977 -4.004920 0.16 0.36 -0.45
F 4.157063 -0.561693 -4.663186 0.43 -0.53 -0.29
F 3.441996 -2.327907 -3.627212 -0.08 0.30 0.02
S 4.787041 -0.547577 -2.077791 0.36 -0.84 0.89
O 4.414143 -1.531201 -1.088826 -0.27 0.37 -0.75
O 6.192412 -0.200265 -2.110863 -1.49 0.12 -0.60
N 3.679351 0.705320 -2.181539 1.10 -1.74 -0.06
S 4.189639 1.726282 -1.065544 1.79 2.48 1.77
O 4.387396 1.204432 0.262734 -1.13 -0.30 -0.71
O 5.312481 2.508709 -1.519802 -0.88 0.31 -0.57
C 2.730534 2.961587 -0.945479 0.42 -0.37 0.34
F 2.936382 3.897183 -0.043522 0.19 -0.64 -0.17
F 2.520279 3.590290 -2.112944 0.03 0.03 -0.82
F 1.602487 2.299788 -0.664204 -0.28 -0.19 0.14
C -2.940659 2.202763 4.706667 -0.65 -0.43 0.49
F -3.852033 1.877014 3.793293 0.37 -0.21 -0.67
F -1.752465 2.458803 4.183595 -0.11 -0.08 -0.52
F -3.394432 3.288352 5.308459 0.17 0.17 0.38
S -2.751091 0.836209 5.957982 0.87 0.66 2.18
O -1.752138 1.419120 6.825347 0.19 -0.87 -1.29
O -4.008296 0.603013 6.631742 0.54 -0.16 -1.37
N -2.125085 -0.474351 5.048267 -0.47 2.53 0.77
S -3.225706 -1.572619 5.044170 -1.90 -2.86 1.42
O -3.210398 -2.385321 6.257602 0.45 0.34 -1.59
O -4.524084 -1.151509 4.609949 -0.31 0.08 -0.62
C -2.769903 -2.754593 3.594346 -0.19 1.11 1.38
F -3.360885 -2.335074 2.470559 0.24 -0.08 -0.03
F -1.449247 -2.802050 3.417819 0.12 -0.42 -0.35
F -3.235968 -3.983183 3.852148 0.24 0.08 -0.09
```
Positions in Å, forces in eV/Å.

## Properties
HOMO energy: -0.2630 Ha
HOMO-LUMO gap: 0.1064 Eh
2S+1: 1

[3]
DFT (the ωB97M-V functional and the def2-TZVPD basis) results for the ion C2H3O2S2 with charge -1 in a non-equilibrium geometry.

XYZ file:
```
9
Properties=species:S:1:pos:R:3:forces:R:3
C 0.565258 -0.282164 1.000730 -2.57 1.90 -1.49
C -0.770482 -0.037287 0.343288 -1.18 -0.96 -0.51
O 1.195601 0.886448 -1.559745 -1.12 -0.06 -0.12
O -0.655537 -0.505107 -2.387416 -0.45 -1.55 -1.33
S -0.428732 1.061593 1.706224 0.56 0.62 0.46
S -0.283115 0.713351 -1.715313 0.88 0.81 2.56
H 0.727933 -1.079498 1.584574 0.20 -2.88 2.32
H 1.400596 -0.045748 0.413461 0.99 0.83 -0.86
H -1.751522 -0.711587 0.614198 2.68 1.29 -1.04
```
Positions in Å, forces in eV/Å.

## Properties
HOMO energy: -0.1156 Ha
net charge: -1
HOMO-LUMO gap: 0.2445 Eh
2S+1: 1
ΔE to the lowest compared entry with this formula, charge and spin: 231.21 kJ/mol

[4]
DFT (the ωB97M-V functional and the def2-TZVPD basis) results for an isolated molecule of C5H11NO in a non-equilibrium geometry.

XYZ file:
```
18
Properties=species:S:1:pos:R:3:forces:R:3
C -2.142854 -2.004910 0.476442 -0.92 0.04 -0.54
N -2.251600 -0.926490 -0.186515 0.46 -0.21 0.99
C -1.497394 0.192998 0.360503 1.30 0.77 0.52
C -0.359395 0.544013 -0.614044 -0.77 1.33 -0.81
C 0.965646 -0.166918 -0.352337 -1.92 -1.49 -1.03
C 2.057957 0.674450 0.200219 0.52 0.66 -1.36
O 2.508885 1.551032 -0.893410 -0.06 -0.98 0.88
H -2.691908 -2.859791 0.084440 0.17 -0.14 0.09
H -1.640953 -2.146470 1.448688 0.11 0.34 -0.36
H -2.096874 1.092651 0.556224 -0.29 -0.53 -0.15
H -0.986101 -0.108875 1.293685 -0.48 0.22 0.12
H -0.865382 0.440906 -1.588267 0.76 -1.04 -0.12
H -0.101078 1.601542 -0.797065 -0.34 0.14 1.16
H 0.775229 -1.048120 0.273885 0.10 0.15 0.19
H 1.160781 -0.612260 -1.334758 1.13 0.14 0.24
H 1.750053 1.371404 0.978792 -0.29 -0.50 0.45
H 2.851453 0.009356 0.554501 0.23 0.40 -0.03
H 2.563531 2.395475 -0.460979 0.30 0.70 -0.23
```
Positions in Å, forces in eV/Å.

## Properties
HOMO energy: -0.3674 Ha
HOMO-LUMO gap: 0.4025 Eh
2S+1: 1
ΔE to the lowest compared entry with this formula, charge and spin: 237.89 kJ/mol